Computed, not measured: C21H24IN5S4Sr as an isolated structure in a non-equilibrium geometry, with ωB97M-V/def2-TZVPD.

```
56
Properties=species:S:1:pos:R:3:forces:R:3:mulliken_charge:R:1
Sr 0.076 0.030 0.597 2.2 -7.2 -9.3 3.47
C -1.440 -0.552 3.221 0.2 1.2 -0.8 -0.84
C -2.134 0.641 2.469 -1.1 -1.8 0.4 -0.60
N -2.067 0.370 0.994 -3.7 2.5 2.2 -0.47
C -2.113 1.691 0.247 1.2 0.5 0.5 -0.78
C -0.839 2.487 0.679 -2.2 1.2 -0.8 1.30
C -1.010 3.463 1.732 1.5 -1.1 -0.6 -1.08
C 0.121 3.881 2.387 0.7 0.0 -0.5 -0.51
C 1.442 3.468 1.863 -1.2 -0.3 -0.7 -0.91
C 1.461 2.589 0.751 0.5 0.7 -0.1 1.03
C 2.734 1.767 0.430 -0.8 0.0 0.8 -0.96
N 2.508 0.428 1.129 0.5 2.0 0.8 -0.36
C 1.976 0.695 2.477 -0.2 -0.4 0.6 -1.58
C 0.419 0.776 2.577 2.1 0.8 5.1 -0.84
N -0.038 -0.637 2.655 -2.1 0.5 4.3 -0.29
N 0.388 2.198 0.057 0.3 2.5 0.7 -0.56
H -2.009 -1.471 3.095 0.3 -0.1 -0.1 0.19
H -1.410 -0.249 4.272 0.0 -0.3 0.2 0.49
H -1.724 1.570 2.833 0.4 0.2 -0.6 0.11
H -3.170 0.757 2.819 -0.2 -0.5 -0.1 0.59
H -2.849 -0.247 0.824 0.0 -0.1 -0.6 0.35
H -2.971 2.287 0.566 -0.2 -0.1 -0.1 0.47
H -2.149 1.537 -0.835 0.0 -0.2 0.1 0.29
H -2.003 3.692 2.097 -0.1 0.0 0.0 0.47
H 0.044 4.396 3.339 0.1 0.4 -0.2 0.34
H 2.357 3.736 2.368 0.0 0.0 0.1 0.49
H 3.598 2.295 0.851 0.1 -0.1 -0.1 0.47
H 2.837 1.578 -0.635 0.0 0.1 -0.1 0.41
H 3.367 -0.096 1.217 0.0 -0.1 -0.3 0.33
H 2.369 1.572 2.989 0.2 0.3 -0.4 0.30
H 2.229 -0.111 3.174 0.2 -0.4 -0.4 0.72
H -0.174 1.317 1.784 0.8 1.6 3.6 -2.22
H 0.240 1.343 3.513 0.0 -0.3 -0.2 0.51
H 0.559 -1.138 3.298 0.0 -0.1 -0.1 0.25
S 0.450 -0.429 -1.855 -0.5 0.3 -4.1 -0.10
S -0.244 0.234 -3.645 0.0 0.0 0.3 -0.14
S 0.004 2.262 -4.088 0.0 0.0 0.3 -0.18
S -1.298 3.467 -3.043 0.1 -0.3 -0.2 -0.62
I 2.793 -1.909 -1.578 1.0 -0.6 0.5 -0.31
C 1.480 -2.255 0.288 1.0 -0.3 -0.6 -0.88
H 2.302 -2.486 1.007 -0.2 -0.1 -0.1 0.23
H 1.101 -3.221 -0.067 -0.1 0.0 0.2 0.27
N -5.870 -8.805 1.120 0.0 0.0 0.0 -0.63
C -5.204 -7.879 0.953 0.3 0.4 -0.1 0.14
C -4.381 -6.711 0.749 -0.3 -0.4 0.1 0.52
C -4.115 -6.245 -0.543 0.0 0.0 -0.1 -0.51
C -3.369 -5.104 -0.735 0.0 0.1 0.2 -0.55
C -2.856 -4.361 0.359 0.0 -0.2 0.0 0.36
C -3.111 -4.875 1.653 0.0 0.0 -0.1 -0.50
C -3.853 -6.021 1.842 0.0 0.1 0.1 -0.51
C -2.112 -3.184 0.161 0.5 0.6 -0.2 -1.82
C -1.409 -2.177 -0.074 -1.1 -0.9 0.5 1.01
H -4.501 -6.798 -1.391 0.0 0.0 0.0 0.40
H -3.148 -4.745 -1.731 0.0 0.0 0.0 0.47
H -2.696 -4.351 2.504 0.0 0.0 0.0 0.37
H -4.030 -6.402 2.841 0.0 0.0 0.0 0.39
```
Positions in Å, forces in eV/Å.

Values from the calculation:
- 2S+1 = 1
- electronic energy (eV) = -81884.538
- molar mass (g/mol) = 689.25
- ΔE to the lowest compared entry with this formula, charge and spin (kcal/mol) = 257.7
- charge = -2